Below is a cluster of 9 separate species, C33H91Cl8N13O6P4 in total, with properties calculated with ωB97M-V with the def2-TZVPD basis set.

Orbital gap, eV: 8.2
E_HOMO, Ha: -0.3081
SMILES: CN(C)P(=O)(N(C)C)N(C)C.CN(C)P(=O)(N(C)C)N(C)C.CN(C)P(=O)(N(C)C)N(C)C.CN(C)P(=O)(N(C)C)N(C)C.C[N+](=O)[O-].ClCCCl.ClCCCl.ClCCCl.ClCCCl
Relative energy (zero: lowest compared OMol25 entry of this formula, charge and spin), kJ/mol: 0.0

XYZ file:
```
155
Properties=species:S:1:pos:R:3:forces:R:3:mulliken_charge:R:1
C -4.400247 0.632996 7.393969 -0.7206 0.3521 -0.3882 -1.0801
N -4.618087 0.813498 5.961450 0.6281 0.8264 -0.3586 0.2672
C -5.789107 0.154244 5.390345 0.2503 -0.6503 0.7450 -0.9286
P -3.331593 1.065551 4.885303 0.0825 -0.7013 1.6954 0.2991
O -3.815400 1.572558 3.593880 0.0017 -0.3544 -0.5338 -0.7136
N -2.280850 2.043922 5.730856 -0.3536 -0.6849 0.1865 0.4375
C -2.729448 3.328764 6.233269 0.0816 -0.0017 0.4734 -1.1436
C -0.841951 1.968579 5.577402 0.5262 0.3068 -0.5738 -1.2754
N -2.506336 -0.425578 4.788165 -0.0062 1.0042 -0.6940 0.9236
C -1.987741 -1.134643 5.937560 0.4204 -0.0672 -0.1614 -1.1709
C -2.706904 -1.260080 3.620318 -1.0016 -0.0756 -0.0828 -1.1718
H -4.013372 -0.357863 7.625377 0.2223 -0.0047 0.2396 0.2416
H -5.369456 0.734117 7.890549 0.0347 -0.0371 0.0171 0.4631
H -3.779703 1.439341 7.779118 0.2553 -0.2858 0.0723 0.2995
H -6.044524 -0.711101 6.018025 0.2057 -0.1207 -0.1697 0.3735
H -5.511320 -0.217399 4.406219 -0.5744 0.1523 -0.2064 0.2148
H -6.701909 0.752750 5.407059 0.2279 0.3442 -0.4256 0.2714
H -2.318628 3.483998 7.239503 -0.0595 -0.0793 -0.0092 0.3687
H -2.354747 4.172285 5.642341 -0.2346 -0.1155 -0.2402 0.2350
H -3.815033 3.342969 6.317952 0.0195 0.1573 -0.2044 0.3942
H -0.318407 2.295069 6.479571 -0.2345 -0.1275 0.2486 0.4565
H -0.502450 0.966636 5.320004 -0.1464 -0.0274 0.1315 0.2800
H -0.509039 2.644249 4.778703 -0.2617 -0.4985 0.5758 0.4119
H -2.732498 -1.750206 6.446932 -0.1108 0.0575 0.0853 0.2584
H -1.205591 -1.816331 5.586338 -0.0095 -0.0129 -0.0033 0.2740
H -1.494005 -0.459174 6.635564 -0.2900 0.0362 0.1458 0.4064
H -3.355334 -2.110311 3.871871 0.2263 -0.1487 -0.0406 0.4940
H -1.775380 -1.603407 3.158674 -0.1825 -0.3207 0.4321 0.0755
H -3.248236 -0.690145 2.859921 0.1564 -0.0162 0.1094 0.1309
C 5.356998 -6.504569 2.562125 0.1876 0.6948 -0.4537 -1.0263
N 4.535715 -5.548370 3.304434 0.0729 -0.3522 -0.5600 0.3624
C 4.891658 -5.375865 4.704070 -0.8163 0.0574 -0.3495 -0.9746
P 3.704566 -4.435367 2.379504 -0.0753 0.4998 1.2509 0.1468
O 3.884573 -4.564058 0.922712 0.2281 -0.3308 -0.2147 -0.9553
N 2.123249 -4.620321 2.925313 0.7133 1.0342 0.4692 0.4980
C 1.148204 -3.604232 2.514251 -0.6242 -1.4649 -0.3540 -0.8588
C 1.539161 -5.946257 3.099612 0.8468 0.2993 -0.2684 -1.1194
N 4.215797 -2.894771 2.851694 -0.5818 -0.0527 0.0458 0.1782
C 4.263630 -1.870910 1.782557 -0.0409 -1.2600 -0.1422 -0.7797
C 3.896212 -2.384074 4.192030 0.1533 0.2296 -0.5319 -1.0129
H 5.588133 -7.388715 3.151363 -0.3392 -0.1100 0.0887 0.3074
H 6.312915 -6.065104 2.257079 0.0933 -0.0052 0.0578 0.3325
H 4.820983 -6.733090 1.644723 0.1455 -0.4187 0.0024 0.2875
H 5.003053 -6.371501 5.131833 0.2630 0.0459 0.1391 0.3690
H 4.045367 -4.912690 5.211137 0.1534 0.0676 0.1718 0.3119
H 5.786755 -4.768495 4.850102 0.1118 -0.0656 0.0549 0.2497
H 0.369323 -3.534316 3.280247 0.2002 0.3771 0.1455 0.5480
H 1.566690 -2.637344 2.259537 0.2026 0.0294 0.2191 -0.1592
H 0.617169 -4.013629 1.639232 0.0502 0.4312 -0.1665 0.3411
H 1.340307 -6.376286 2.113653 -0.4883 -0.1994 0.1431 0.3785
H 2.276438 -6.573989 3.596511 -0.0925 -0.0811 0.0354 0.2910
H 0.659611 -5.863368 3.732942 -0.2114 -0.1151 -0.1538 0.3315
H 3.299970 -1.881929 1.265536 0.0060 0.6200 -0.1144 0.0638
H 4.522784 -0.897807 2.184193 -0.0805 0.0450 0.1041 0.4767
H 5.000636 -2.176397 1.042077 0.0856 0.1756 0.0101 0.3299
H 4.813053 -2.274757 4.775040 -0.1455 -0.1095 0.2211 0.2352
H 3.169861 -3.027791 4.684741 0.1121 0.0259 0.1569 0.4080
H 3.451897 -1.388886 4.101846 -0.0858 -0.0457 0.0506 0.3659
C 2.534199 0.607129 -4.863098 0.7490 1.0907 -0.0116 -0.8558
N 1.800265 1.715758 -5.494926 -0.1872 -1.0517 0.1657 0.6535
C 0.382055 1.764997 -5.173101 0.6294 1.6488 0.7009 -1.0629
P 2.644103 2.880952 -6.346580 -1.0403 -0.2337 -0.6072 0.1341
O 4.089365 2.796939 -6.073968 -0.1758 0.0676 0.0091 -0.8611
N 2.226689 2.678594 -7.958168 0.8093 0.1643 0.3136 0.1644
C 3.152329 3.232162 -8.950202 -0.2131 -0.2911 0.1997 -1.0413
C 0.929043 2.158464 -8.393030 0.6559 0.2338 0.7070 -0.7776
N 1.927699 4.345223 -5.954571 0.2082 0.0254 0.1337 0.3464
C 0.862093 4.983514 -6.712159 0.0104 -0.0292 -0.2203 -0.8028
C 1.838580 4.672691 -4.535043 -0.1604 0.2403 0.1435 -0.8288
H 1.951625 0.123638 -4.082546 -0.2731 -0.1801 -0.6441 -0.0914
H 3.370769 1.068622 -4.330632 0.2749 -0.3965 -0.1481 0.4256
H 2.930758 -0.093277 -5.593677 -0.1048 -0.2524 0.0509 0.3864
H -0.123976 2.478753 -5.825730 0.0728 -0.9653 -0.1740 0.2768
H 0.265657 2.258132 -4.188143 -0.0533 -0.2888 0.0153 0.2003
H -0.118950 0.806077 -5.071920 0.1369 -0.2659 -0.6386 0.5184
H 2.914190 2.763670 -9.905369 -0.0245 0.3580 -0.1493 0.4177
H 3.088450 4.326109 -8.980962 0.0165 -0.0620 -0.3762 0.2804
H 4.183988 2.956229 -8.728787 -0.0752 0.0533 0.2214 0.3042
H 0.872833 1.119594 -8.070224 -0.3908 -0.1085 -0.2319 0.2175
H 0.117187 2.729012 -7.939265 -0.2188 -0.1273 -0.1488 0.2544
H 0.848929 2.251270 -9.471481 0.0054 -0.1344 -0.0704 0.3854
H 0.812076 6.044177 -6.460333 -0.0639 -0.0349 0.2881 0.4196
H 0.994952 4.980400 -7.792982 0.2669 -0.4026 0.0400 0.2068
H -0.087807 4.498478 -6.460851 0.1985 0.5145 -0.5464 0.0965
H 2.301818 3.886338 -3.937224 -0.0893 -0.0025 0.0219 0.0908
H 0.780498 4.793825 -4.267767 0.2681 -0.2835 0.2030 0.2681
H 2.317231 5.618967 -4.261247 0.2213 -0.0273 -0.3020 0.4060
C 0.579544 -1.482665 -0.536526 -1.0678 1.0152 0.2087 -0.0444
N -0.323052 -0.432900 -0.986547 -0.5438 0.0275 -0.1276 0.5830
C -0.925334 -0.735190 -2.299274 0.9611 0.3788 0.4622 0.3171
P -0.383531 1.129443 -0.401342 1.6959 -0.6308 0.4772 -1.9375
O -1.695556 1.770587 -0.625942 -0.0331 0.1994 0.1448 -0.5114
N 0.071983 1.013732 1.207780 -0.8456 0.6205 0.3882 1.8591
C 1.446815 0.946582 1.682616 0.5663 -0.5404 -1.5973 -1.2610
C -0.949582 0.764842 2.236421 0.5377 -0.9922 -0.7569 -0.4224
N 0.911974 1.930366 -1.073114 -0.1670 0.0923 -0.6999 1.2402
C 1.157110 3.332202 -0.785815 0.8421 0.1027 -0.4045 -0.7704
C 2.025065 1.245521 -1.742340 -0.9677 -0.4455 0.6306 -0.4288
H 0.015061 -2.418805 -0.468615 0.0863 0.1510 0.0188 0.6880
H 0.976079 -1.261285 0.449231 0.1284 0.0120 -0.0363 -0.9885
H 1.392433 -1.674569 -1.249164 -1.0110 2.2567 0.5191 1.0679
H -0.155155 -0.598904 -3.073112 -0.3077 0.0903 -0.1985 -0.2619
H -1.762328 -0.054704 -2.434536 -0.1287 -0.2328 -0.2840 -0.0954
H -1.194884 -1.790968 -2.346398 -0.2521 0.1372 0.1519 -0.0163
H 1.501337 0.536089 2.685891 -0.1257 0.4238 0.2567 0.4847
H 2.021180 0.236946 1.067685 -0.0369 -0.0255 0.1678 0.0936
H 2.007043 1.871189 1.525230 -0.2333 0.2413 0.6593 0.0481
H -0.978634 -0.316971 2.448880 0.1965 0.6285 -0.1055 0.0032
H -0.694845 1.264596 3.168949 -0.2333 0.2945 -0.2617 0.1662
H -1.929734 1.029810 1.840626 0.0506 0.2793 0.3467 -0.2094
H 1.602989 3.820826 -1.662050 -0.3660 -0.1238 -0.1663 0.0711
H 0.246992 3.875262 -0.547674 0.0158 -0.0963 0.3068 0.2004
H 1.957141 3.453612 -0.042199 -0.4841 0.0865 0.3870 0.3229
H 1.622381 0.450566 -2.371063 0.1459 0.0941 0.2926 -0.4850
H 2.673938 0.790324 -0.986326 0.4276 0.1004 -0.2797 -0.0287
H 2.562165 1.931138 -2.391291 0.0778 0.1089 0.1397 0.5525
C -1.178921 4.378351 2.076660 -1.0691 0.7727 0.1668 -0.4948
N 0.204537 4.345025 2.600303 0.5841 0.2715 0.2138 1.0916
O 0.395528 3.754576 3.658515 0.2418 0.5735 -1.1106 -0.6176
O 1.069215 4.946968 1.988783 -0.4964 -0.4210 0.1817 -0.5846
H -1.358618 5.337364 1.595534 0.4724 -0.0762 -0.2798 0.3670
H -1.867741 4.372490 2.917836 0.1689 -0.4929 0.1524 0.0985
H -1.410721 3.568383 1.388667 0.4166 -0.2203 0.0489 0.0654
Cl -4.963794 -5.379678 -4.022790 -0.0541 -0.4405 0.1379 -0.1989
C -4.738914 -3.729415 -3.458543 0.6492 1.3511 -0.8209 -0.4428
C -3.267847 -3.350209 -3.332874 0.0228 -0.3185 1.5409 0.5026
Cl -2.353023 -3.339738 -4.837312 0.0196 -0.1538 -0.1626 -0.1855
H -5.251834 -3.542032 -2.520142 -0.0098 -0.2439 0.0865 0.3016
H -5.158745 -3.085367 -4.230200 -0.2898 -0.0221 0.1117 0.3223
H -2.815485 -4.011386 -2.587742 0.2897 -0.3993 -0.5172 0.2782
H -3.099726 -2.383752 -2.856866 -0.7017 0.2336 -0.3625 -0.4825
Cl 0.498996 -4.585261 -1.711618 -0.1904 -0.2644 -0.1295 -0.1853
C 2.026189 -3.749863 -1.417305 1.2257 0.3987 -0.2179 1.7560
C 3.047711 -3.962122 -2.519613 -0.9029 -0.7254 0.0580 -0.6754
Cl 2.473814 -3.128976 -4.002790 0.1434 0.1248 -0.0819 -0.1918
H 2.405473 -4.006747 -0.434351 0.1711 -0.5034 -0.0679 -0.5504
H 1.832459 -2.678896 -1.383113 0.7479 -2.3213 -0.4419 -1.4638
H 3.084286 -5.020076 -2.765029 0.3551 0.0061 -0.0863 0.4635
H 4.027244 -3.573463 -2.272175 0.0362 0.0442 0.1628 0.2973
Cl -6.318781 1.663350 1.012418 -0.2196 0.0049 -0.1155 -0.2330
C -4.642390 1.551117 0.413999 -0.0717 0.3866 0.3936 0.3274
C -4.226611 0.130301 0.154659 1.3561 0.2851 0.5612 0.9060
Cl -4.774011 -0.358969 -1.454519 -0.1636 -0.5267 -0.1424 -0.1795
H -4.037018 2.057068 1.161715 0.1228 -0.4131 0.2124 -0.3102
H -4.552820 2.145152 -0.490265 -0.1445 -0.1093 -0.1324 0.2099
H -4.451923 -0.597941 0.931009 -0.9276 0.0902 -0.1812 0.4201
H -3.133941 0.111349 0.169684 -0.0593 0.1648 -0.5753 -0.9741
Cl -4.371803 2.292891 -5.243208 0.2035 0.0490 0.2719 -0.2174
C -3.213013 2.167753 -3.854384 -0.0859 -0.6213 -0.7132 0.6726
C -2.537717 3.481586 -3.576911 -0.6845 0.2914 0.0675 -0.0482
Cl -1.574915 4.021994 -4.985409 -1.1578 0.5608 0.7269 -0.1593
H -2.499590 1.400954 -4.151829 0.0984 0.0812 -0.0029 -0.1830
H -3.806755 1.750898 -3.047906 0.1276 0.3755 0.3665 -0.2433
H -1.897797 3.444384 -2.699309 0.1504 -0.2740 -0.0364 -0.3994
H -3.293688 4.248374 -3.415842 0.0472 0.0404 0.0085 0.5528
```
Positions in Å, forces in eV/Å.